Entry from the Open Molecules 2025 dataset: C29H31BInN6OPS2 as an isolated structure in a non-equilibrium geometry (ωB97M-V with the def2-TZVPD basis set).

```
72
Properties=species:S:1:pos:R:3
In 0.537 0.197 0.607
O 1.749 -2.212 2.458
N 0.849 -1.998 1.436
C 0.196 -3.089 1.199
C -0.831 -3.344 0.118
C -1.019 -4.666 -0.264
C -1.965 -5.023 -1.268
C -2.735 -4.030 -1.876
C -2.613 -2.725 -1.462
C -1.735 -2.386 -0.464
P -1.884 -0.736 0.156
C -2.626 0.180 -1.192
C -1.755 0.691 -2.169
C -2.235 1.457 -3.153
C -3.544 1.819 -3.196
C -4.468 1.315 -2.278
C -4.022 0.471 -1.244
C -2.960 -0.827 1.583
C -2.761 0.164 2.496
C -3.566 0.216 3.583
C -4.537 -0.739 3.785
C -4.785 -1.669 2.791
C -3.932 -1.802 1.728
H 1.757 -1.375 2.974
H 0.413 -3.978 1.808
H -0.418 -5.451 0.171
H -2.071 -6.065 -1.531
H -3.459 -4.302 -2.599
H -3.204 -1.946 -1.890
H -0.700 0.380 -2.156
H -1.603 1.893 -3.906
H -3.888 2.475 -3.964
H -5.531 1.481 -2.447
H -4.736 0.108 -0.525
H -1.976 0.881 2.355
H -3.406 0.961 4.369
H -5.128 -0.832 4.676
H -5.638 -2.417 2.970
H -4.150 -2.559 0.961
C 1.950 3.477 4.609
N 2.629 3.049 3.366
C 3.811 3.612 2.886
C 4.263 2.724 1.941
N 3.393 1.645 1.871
B 3.468 0.597 0.798
N 3.673 1.189 -0.588
C 4.883 1.202 -1.306
C 4.639 1.934 -2.435
N 3.339 2.415 -2.419
C 2.685 3.153 -3.572
C 2.755 1.987 -1.256
S 1.116 2.351 -0.736
C 2.427 1.863 2.767
S 0.938 0.937 3.018
H 2.639 3.971 5.285
H 1.459 2.660 5.120
H 1.183 4.220 4.351
H 4.140 4.524 3.323
H 5.128 2.867 1.310
H 4.442 -0.129 0.905
H 2.541 -0.235 0.888
H 5.729 0.570 -1.111
H 5.273 2.117 -3.297
H 3.493 3.385 -4.312
H 2.381 4.073 -3.167
H 1.857 2.597 -4.059
C 1.398 -2.471 -3.599
C 1.308 -1.777 -2.287
N 1.250 -1.093 -1.351
H 2.473 -2.509 -3.937
H 0.655 -1.973 -4.216
H 1.064 -3.447 -3.428
```

E ... -2879.740520 hartree
LUMO ... -5.550 eV
Frontier orbital gap ... 7.959 eV
Multiplicity ... 1
Total charge ... +2
Relative energy (zero: lowest compared OMol25 entry of this formula, charge and spin) ... 0.0 kcal/mol

Entry from the Open Molecules 2025 dataset: C29H31Br4GeN2O2PdSSi2 as an isolated structure in a non-equilibrium geometry (ωB97M-V with the def2-TZVPD basis set).

```
73
Properties=species:S:1:pos:R:3
Pd 0.263 -0.436 0.201
C -0.731 0.687 3.229
Si 0.168 -0.858 2.521
C -0.776 -2.409 3.154
C 2.045 -0.832 2.956
C 2.416 -0.766 4.292
C 3.750 -0.715 4.658
C 4.732 -0.712 3.678
C 4.370 -0.762 2.342
C 3.034 -0.832 1.968
Si 2.581 -0.873 0.095
C 3.168 -2.431 -0.869
C 3.242 0.692 -0.815
H -0.825 0.596 4.308
H -1.734 0.767 2.815
H -0.197 1.610 3.013
H -0.876 -2.354 4.233
H -0.260 -3.330 2.905
H -1.773 -2.431 2.722
H 1.647 -0.751 5.048
H 4.025 -0.674 5.701
H 5.774 -0.666 3.957
H 5.130 -0.742 1.577
H 4.253 -2.431 -0.910
H 2.792 -2.386 -1.888
H 2.843 -3.364 -0.419
H 4.322 0.629 -0.915
H 3.006 1.614 -0.286
H 2.818 0.754 -1.816
Br -5.773 -0.719 -3.523
C -3.957 -0.800 -3.033
C -2.960 -0.805 -4.031
Br -3.448 -0.721 -5.847
C -1.626 -0.847 -3.674
Br -0.247 -0.873 -4.963
C -1.204 -0.808 -2.325
O 0.013 -0.754 -2.007
C -2.250 -0.793 -1.279
O -1.931 -0.720 -0.063
C -3.600 -0.832 -1.699
Br -4.891 -0.863 -0.321
Ge -0.051 2.042 -0.076
C -1.795 2.817 0.522
C -2.983 2.428 -0.078
C -4.196 2.768 0.493
C -4.219 3.508 1.663
C -3.037 3.946 2.236
C -1.825 3.607 1.663
C 0.285 2.778 -1.900
C -0.546 2.422 -2.950
C -0.221 2.773 -4.247
C 0.939 3.490 -4.491
C 1.757 3.875 -3.442
C 1.429 3.525 -2.145
H 0.937 2.938 0.756
H -2.964 1.851 -0.995
H -5.116 2.448 0.027
H -5.163 3.753 2.123
H -3.048 4.553 3.129
H -0.896 3.956 2.096
H -1.455 1.863 -2.752
H -0.870 2.488 -5.061
H 1.200 3.756 -5.502
H 2.653 4.450 -3.625
H 2.055 3.834 -1.318
N 0.348 -5.623 -1.180
C -0.108 -4.938 -0.127
N -0.194 -5.576 1.047
S -0.535 -3.317 -0.288
H 0.560 -6.607 -1.125
H 0.382 -5.182 -2.084
H -0.031 -6.569 1.112
H -0.628 -5.117 1.828
```

E ... -14861.393652 hartree
LUMO (alpha / beta) ... -2.875 / -6.890 eV
⟨S²⟩ ... 6.03
Frontier orbital gap (alpha / beta) ... 6.050 / 4.025 eV
Multiplicity ... 5
Total charge ... +1
Relative energy (zero: lowest compared OMol25 entry of this formula, charge and spin) ... 24.2 kcal/mol

Entry from the Open Molecules 2025 dataset: C29H31BrN2O3P2STi as an isolated structure in a non-equilibrium geometry (ωB97M-V with the def2-TZVPD basis set).

```
70
Properties=species:S:1:pos:R:3
Ti 0.380 -0.363 -0.314
Br 4.995 -5.762 -2.377
C 3.620 -4.606 -1.741
C 2.508 -5.160 -1.125
C 1.506 -4.310 -0.677
C 1.604 -2.930 -0.820
O 0.624 -2.130 -0.395
C 2.772 -2.366 -1.410
C 2.995 -0.960 -1.481
N 2.189 -0.046 -0.934
C 2.511 1.298 -0.880
C 3.610 1.928 -1.481
C 3.874 3.265 -1.223
C 3.091 4.005 -0.354
C 1.963 3.423 0.251
C 1.121 4.088 1.172
C 0.031 3.425 1.702
C -0.251 2.134 1.299
N 0.522 1.463 0.420
C 1.638 2.079 -0.069
C 3.756 -3.247 -1.895
H 2.416 -6.229 -1.004
H 0.616 -4.727 -0.220
H 3.918 -0.644 -1.955
H 4.261 1.377 -2.145
H 4.728 3.734 -1.694
H 3.330 5.037 -0.130
H 1.343 5.110 1.451
H -0.624 3.918 2.408
H -1.140 1.617 1.640
H 4.633 -2.841 -2.383
C 0.747 0.068 3.769
P 0.565 -0.963 2.259
C 2.000 -2.085 2.479
C -0.868 -2.014 2.779
C -1.499 -2.746 1.594
P -1.969 -1.560 0.242
C -2.338 -2.755 -1.101
C -3.694 -1.198 0.789
H 0.800 -0.566 4.654
H -0.099 0.749 3.859
H 1.657 0.664 3.692
H 2.048 -2.468 3.499
H 2.904 -1.514 2.259
H 1.947 -2.915 1.777
H -1.599 -1.335 3.230
H -0.545 -2.716 3.552
H -2.387 -3.298 1.910
H -0.788 -3.455 1.173
H -2.944 -3.578 -0.719
H -1.405 -3.133 -1.511
H -2.877 -2.249 -1.900
H -4.230 -2.131 0.964
H -4.206 -0.632 0.016
H -3.696 -0.605 1.705
O -5.722 4.198 -1.047
C -4.391 4.395 -0.919
O -3.993 5.413 -0.421
C -3.485 3.320 -1.410
C -2.142 3.640 -1.602
C -1.228 2.677 -1.978
C -1.609 1.336 -2.104
S -0.451 0.078 -2.543
C -2.973 1.039 -2.001
C -3.895 2.011 -1.655
H -5.905 3.383 -1.524
H -1.839 4.668 -1.456
H -0.201 2.956 -2.173
H -3.297 0.029 -2.214
H -4.935 1.715 -1.563
```

E ... -5963.416520 hartree
LUMO (alpha / beta) ... -0.479 / -0.414 eV
⟨S²⟩ ... 2.10
Frontier orbital gap (alpha / beta) ... 4.909 / 7.370 eV
Multiplicity ... 3
Relative energy (zero: lowest compared OMol25 entry of this formula, charge and spin) ... 25.9 kcal/mol

Entry from the Open Molecules 2025 dataset: C29H31BrN2O3P2STi as an isolated structure in a non-equilibrium geometry (ωB97M-V with the def2-TZVPD basis set).

```
70
Properties=species:S:1:pos:R:3
Ti 0.163 -0.208 -0.155
Br -5.286 3.104 3.595
C -3.685 2.355 2.902
C -2.467 2.965 3.190
C -1.304 2.419 2.680
C -1.334 1.281 1.868
O -0.190 0.823 1.370
C -2.578 0.642 1.597
C -2.684 -0.606 0.903
N -1.660 -1.179 0.280
C -1.604 -2.511 -0.025
C -2.709 -3.346 -0.249
C -2.519 -4.707 -0.485
C -1.264 -5.275 -0.471
C -0.128 -4.469 -0.220
C 1.182 -4.971 -0.141
C 2.238 -4.118 0.108
C 1.992 -2.759 0.248
N 0.762 -2.248 0.180
C -0.293 -3.070 -0.033
C -3.746 1.216 2.139
H -2.436 3.849 3.811
H -0.341 2.866 2.891
H -3.616 -1.152 1.028
H -3.706 -2.929 -0.246
H -3.383 -5.332 -0.675
H -1.130 -6.336 -0.634
H 1.350 -6.033 -0.278
H 3.252 -4.484 0.181
H 2.787 -2.039 0.382
H -4.702 0.743 1.949
C 1.217 -0.495 -3.898
P -0.115 -1.020 -2.766
C -0.425 -2.748 -3.258
C -1.590 -0.123 -3.395
C -1.364 1.383 -3.305
P -0.779 1.910 -1.628
C 0.349 3.288 -2.030
C -2.234 2.787 -0.962
H 0.881 -0.480 -4.936
H 2.050 -1.192 -3.805
H 1.587 0.489 -3.610
H -0.535 -2.832 -4.340
H -1.330 -3.114 -2.770
H 0.407 -3.374 -2.935
H -2.432 -0.430 -2.768
H -1.815 -0.426 -4.422
H -2.273 1.932 -3.559
H -0.602 1.691 -4.026
H -0.035 3.875 -2.866
H 1.340 2.895 -2.257
H 0.435 3.943 -1.162
H -2.539 3.602 -1.622
H -2.002 3.188 0.025
H -3.062 2.086 -0.846
O 5.027 2.372 5.320
C 3.966 2.860 4.636
O 3.333 3.771 5.096
C 3.684 2.257 3.303
C 2.867 2.977 2.432
C 2.546 2.470 1.190
C 3.011 1.218 0.778
S 2.548 0.558 -0.789
C 3.838 0.507 1.649
C 4.169 1.018 2.892
H 5.513 1.741 4.778
H 2.490 3.938 2.754
H 1.914 3.039 0.523
H 4.218 -0.461 1.349
H 4.782 0.405 3.544
```

E ... -5963.446450 hartree
LUMO (alpha / beta) ... -0.531 / -0.530 eV
⟨S²⟩ ... 2.07
Frontier orbital gap (alpha / beta) ... 4.782 / 7.355 eV
Multiplicity ... 3
Relative energy (zero: lowest compared OMol25 entry of this formula, charge and spin) ... 7.1 kcal/mol

Entry from the Open Molecules 2025 dataset: C29H31Cl5Ge2Pd as an isolated structure in a non-equilibrium geometry (ωB97M-V with the def2-TZVPD basis set).

```
68
Properties=species:S:1:pos:R:3
Pd -0.137 0.542 0.183
Cl -2.111 -1.555 -0.255
C -2.948 -0.060 -0.016
C -2.130 1.053 0.246
C -2.829 2.236 0.491
Cl -1.928 3.652 0.927
C -4.216 2.329 0.441
Cl -5.021 3.839 0.717
C -4.978 1.197 0.169
Cl -6.707 1.285 0.133
C -4.331 -0.015 -0.059
Cl -5.261 -1.436 -0.403
C -0.107 -2.818 2.713
C -0.691 -1.581 3.400
Ge 0.004 0.088 2.489
C -0.409 1.587 3.778
C 0.497 2.774 3.433
C 1.922 -0.112 2.965
C 2.897 -0.037 2.049
Ge 2.167 0.090 0.142
C 2.742 -1.560 -0.902
C 4.208 -1.938 -1.114
C 2.913 1.704 -0.851
C 4.396 2.054 -0.988
C 4.332 -0.054 2.424
C 5.322 -0.034 1.436
C 6.673 -0.036 1.741
C 7.090 -0.051 3.063
C 6.129 -0.062 4.067
C 4.780 -0.061 3.754
H -0.506 -3.757 3.117
H 0.980 -2.830 2.827
H -0.319 -2.793 1.642
H -0.383 -1.549 4.451
H -1.785 -1.615 3.384
H -0.243 1.273 4.816
H -1.465 1.868 3.695
H 1.514 2.592 3.790
H 0.142 3.718 3.861
H 0.560 2.896 2.350
H 2.165 -0.222 4.030
H 2.263 -1.404 -1.874
H 2.220 -2.402 -0.436
H 4.764 -1.126 -1.591
H 4.305 -2.819 -1.761
H 4.700 -2.172 -0.169
H 2.385 2.548 -0.398
H 2.473 1.583 -1.845
H 4.861 2.226 -0.016
H 4.532 2.966 -1.584
H 4.951 1.257 -1.492
H 4.994 -0.008 0.411
H 7.404 -0.021 0.939
H 8.146 -0.047 3.311
H 6.439 -0.065 5.107
H 4.057 -0.063 4.559
C -0.160 0.761 -1.816
C -0.459 1.712 -2.778
C -0.399 3.121 -2.512
C -0.890 4.039 -3.410
C -1.420 3.632 -4.641
C -1.393 2.274 -4.973
C -0.900 1.339 -4.092
H 0.018 3.427 -1.564
H -0.865 5.098 -3.173
H -1.836 4.359 -5.329
H -1.767 1.953 -5.941
H -0.879 0.288 -4.356
```

E ... -7706.248852 hartree
LUMO (alpha / beta) ... 4.249 / 4.248 eV
⟨S²⟩ ... 2.04
Frontier orbital gap (alpha / beta) ... 4.754 / 6.286 eV
Multiplicity ... 3
Total charge ... -2

Entry from the Open Molecules 2025 dataset: one molecule with the formula C29H31ClN6O6 in a non-equilibrium geometry (ωB97M-V with the def2-TZVPD basis set).

```
73
Properties=species:S:1:pos:R:3
C 4.257 1.089 6.713
O 3.777 1.793 5.595
C 2.677 1.320 4.952
C 1.983 0.170 5.297
C 0.877 -0.232 4.569
C 0.451 0.520 3.485
C -0.664 0.071 2.689
N -1.355 -1.068 2.922
N -2.218 -1.180 1.980
N -2.070 -0.146 1.188
C -2.851 0.066 0.011
C -2.528 -0.877 -1.156
O -3.434 -1.493 -1.693
N -1.253 -0.970 -1.568
C -0.160 -0.136 -1.132
C 0.722 -0.788 -0.094
C 0.416 -2.010 0.488
C 1.230 -2.558 1.464
C 2.369 -1.889 1.875
C 2.698 -0.672 1.306
C 1.876 -0.137 0.331
Cl 2.289 1.386 -0.370
C -0.969 -1.851 -2.719
C -1.122 -0.930 -3.946
O -0.188 -0.397 -4.505
N -2.416 -0.732 -4.262
C -2.810 0.415 -5.050
C -2.648 1.712 -4.226
C -3.363 2.906 -4.890
C -4.482 3.268 -3.902
C -4.538 2.041 -2.988
O -3.209 1.565 -2.930
C 0.361 -2.512 -2.612
C 1.625 -2.128 -2.956
C 2.476 -3.194 -2.579
C 1.669 -4.143 -2.034
O 0.389 -3.744 -2.052
N -1.118 0.672 1.591
C 1.135 1.685 3.130
C 2.243 2.091 3.846
O 2.986 3.198 3.581
C 2.613 4.001 2.486
H 4.568 0.073 6.447
H 3.509 1.042 7.511
H 5.122 1.650 7.063
H 2.301 -0.426 6.137
H 0.341 -1.130 4.830
H -2.715 1.098 -0.322
H -3.903 -0.107 0.251
H -0.540 0.809 -0.733
H 0.443 0.107 -2.013
H -0.478 -2.537 0.189
H 0.962 -3.502 1.910
H 3.000 -2.307 2.643
H 3.579 -0.133 1.620
H -1.746 -2.624 -2.724
H -3.110 -1.085 -3.611
H -3.847 0.276 -5.357
H -2.167 0.475 -5.931
H -1.578 1.887 -4.076
H -2.681 3.739 -5.044
H -3.767 2.611 -5.858
H -5.434 3.454 -4.394
H -4.209 4.148 -3.322
H -4.853 2.268 -1.969
H -5.204 1.271 -3.401
H 1.907 -1.219 -3.444
H 3.538 -3.241 -2.700
H 1.875 -5.109 -1.618
H 0.778 2.245 2.282
H 3.340 4.810 2.457
H 2.652 3.443 1.546
H 1.610 4.419 2.618
```

E ... -2363.839332 hartree
LUMO ... 0.600 eV
Structure (SMILES) ... COc1ccc(-c2nnn(CC(=O)N(Cc3ccccc3Cl)[C@@H](C(=O)NC[C@H]3CCCO3)c3ccco3)n2)cc1OC
Frontier orbital gap ... 8.530 eV
Multiplicity ... 1
Relative energy (zero: lowest compared OMol25 entry of this formula, charge and spin) ... 0.0 kcal/mol

Entry from the Open Molecules 2025 dataset: C29H31FInN2O9 as an isolated structure in a non-equilibrium geometry (ωB97M-V with the def2-TZVPD basis set).

```
73
Properties=species:S:1:pos:R:3
C 1.680 -3.091 3.610
C 0.748 -2.337 4.626
F 1.342 -1.047 4.907
In -1.342 -1.909 3.788
C -1.861 0.173 4.500
C -3.378 0.633 4.324
C -4.326 -0.372 3.591
N -4.786 -1.509 4.435
C -5.843 -2.242 3.667
C -5.257 -3.630 3.236
C -4.350 -3.770 2.094
C -3.838 -5.078 1.748
C -4.191 -6.255 2.526
C -5.101 -6.158 3.650
C -5.618 -4.823 3.968
O -6.510 -4.748 5.068
C -1.086 -1.941 1.505
C -1.386 -0.706 0.811
C -1.207 -0.621 -0.637
C -0.716 -1.880 -1.209
C -0.512 -3.015 -0.351
N -0.664 -3.155 1.004
H 2.395 -3.728 4.222
H 2.342 -2.385 3.040
H 1.152 -3.798 2.927
H 0.623 -2.941 5.560
H -2.479 -3.176 4.325
H -1.126 0.890 4.041
H -1.628 0.177 5.606
H -3.353 1.620 3.777
H -3.776 0.857 5.359
H -3.928 -0.771 2.624
H -5.267 0.215 3.325
H -5.212 -1.074 5.258
H -6.738 -2.384 4.319
H -6.096 -1.687 2.726
H -4.109 -2.842 1.531
H -3.155 -5.211 0.884
H -3.798 -7.264 2.250
H -5.417 -7.018 4.280
H -5.953 -4.866 5.856
H -1.750 0.177 1.379
H -1.413 0.285 -1.245
H -0.504 -1.954 -2.300
H -0.168 -3.954 -0.871
C 3.782 1.089 -4.687
C 3.304 1.850 -3.698
C 2.293 1.327 -2.728
O 1.901 2.050 -1.832
C 1.816 -0.044 -2.906
C 2.291 -0.804 -3.897
C 3.321 -0.290 -4.850
O 3.741 -1.022 -5.728
O 1.866 -2.068 -4.084
O 3.709 3.122 -3.527
H 4.514 1.455 -5.394
H 1.071 -0.406 -2.208
H 2.360 -2.398 -4.858
H 3.218 3.449 -2.748
C 5.695 5.989 -4.718
C 4.919 6.969 -4.244
C 4.759 8.262 -4.977
O 4.027 9.120 -4.520
C 5.503 8.441 -6.224
C 6.282 7.462 -6.695
C 6.419 6.159 -5.975
O 7.126 5.289 -6.450
O 6.978 7.603 -7.838
O 4.244 6.837 -3.087
H 5.817 5.049 -4.198
H 5.393 9.387 -6.736
H 7.456 6.759 -7.957
H 3.760 7.676 -2.969
```

E ... -2200.183409 hartree
LUMO ... -0.561 eV
Frontier orbital gap ... 3.535 eV
Multiplicity ... 1
Total charge ... -1